Formula: C3H2N4O
Source: OMol25
Level of theory: ωB97M-V/def2-TZVPD

Properties
2S+1: 1
Total energy: -409.645777 a.u.
SMILES: c1n[nH]c2nonc12
Highest occupied orbital energy: -9.877 eV
Relative energy (zero: lowest compared OMol25 entry of this formula, charge and spin): 51.72 kcal per mole
E_LUMO: -0.307 eV
HOMO-LUMO gap: 0.352 Eh
F_max: 3.7 eV/Å

Cartesian coordinates (Å):
C: -1.3531 1.0497 -0.4951
N: -1.2205 1.5311 0.7517
N: -0.1227 1.0001 1.2781
C: 0.3882 -0.0051 0.5030
N: 1.2316 -0.9564 0.5768
O: 1.1614 -1.5564 -0.6721
N: 0.1890 -0.9945 -1.4002
C: -0.2990 0.0022 -0.7059
H: -2.1606 1.2526 -1.1277
H: -0.0887 0.8562 2.2481

Forces on atoms 1 to 2 (eV/Å):
1.78 -1.00 2.06
-1.19 -0.53 -3.44

Here are the natural (NBO) charges for atoms 1 to 5, given in e:
1 C -0.039
2 N -0.157
3 N -0.373
4 C 0.220
5 N -0.123